(1)
C4H8O3 | the ωB97M-V functional and the def2-TZVPD basis

Structure (XYZ):
```
15
Properties=species:S:1:pos:R:3:forces:R:3
H 0.342180 1.900221 -0.985357 -0.1 -0.3 0.2
H 1.132646 0.182047 0.649986 0.1 -0.1 0.3
O -0.520998 -1.076393 0.201122 0.2 1.0 0.6
O 0.335453 2.645817 0.945815 -0.1 -0.2 0.0
C 0.052697 0.302613 0.619309 0.2 -0.8 0.6
C 0.264711 -2.295305 0.106750 0.2 0.5 0.2
H 0.469777 -2.696510 1.104329 0.1 0.2 -0.1
C -0.846006 -0.332165 -1.564589 -0.3 -0.3 -2.6
O -0.308625 -1.046971 -2.286597 -0.3 0.4 0.2
H -1.253985 1.964447 -0.209070 0.1 -0.3 0.1
H -0.311190 -3.070250 -0.437474 -0.1 0.8 0.2
H 1.199228 -2.167627 -0.452011 -0.1 0.2 0.2
H -0.396012 0.394451 1.598055 0.4 0.1 0.4
C -0.194356 1.748496 -0.037444 -0.2 -0.8 -0.3
H 0.034482 3.547129 0.747175 0.1 -0.5 0.0
```
Positions in Å, forces in eV/Å.

As for the total charge: 0. Its highest occupied orbital energy is -9.65 eV. As for the LUMO energy: 0.805 eV. The energy relative to the best compared isomer or geometry (same formula, charge and spin) comes out at 3.995 eV.

Here are the natural (NBO) charges for atoms 1 to 6, given in e:
1. H 0.174
2. H 0.191
3. O -0.557
4. O -0.737
5. C -0.086
6. C -0.262


(2)
C2H3N3 | the ωB97M-V functional and the def2-TZVPD basis

Structure (XYZ):
```
8
Properties=species:S:1:pos:R:3:forces:R:3
H 1.949932 1.067646 -1.116076 0.4 -0.1 0.0
C 0.081865 -0.535637 0.860902 0.3 0.0 -0.1
N -1.359969 0.010068 -0.775171 -0.2 -0.5 0.3
H 0.293256 -1.251037 1.628907 0.1 -0.1 0.2
H -2.326547 -0.177860 -1.068159 0.0 0.4 0.1
N -1.234517 -0.550774 0.331377 0.2 0.0 -0.5
N 1.592303 1.191670 -0.174917 -0.4 -0.6 0.2
C 1.003677 0.245923 0.313137 -0.4 0.9 -0.2
```
Positions in Å, forces in eV/Å.

As for the total charge: 0. Its highest occupied orbital energy is -9.23 eV. As for the LUMO energy: 0.414 eV. The energy relative to the best compared isomer or geometry (same formula, charge and spin) comes out at 2.692 eV. The SMILES is [H]/N=N/C=C=N.

Here are the natural (NBO) charges for atoms 1 to 6, given in e:
1. H 0.392
2. C -0.333
3. N -0.378
4. H 0.235
5. H 0.320
6. N -0.121


(3)
C19H20ClFN4O3 | the ωB97M-V functional and the def2-TZVPD basis

Structure (XYZ):
```
48
Properties=species:S:1:pos:R:3:forces:R:3
C 1.390952 0.365079 -1.168031 -0.8 -0.4 -0.4
C 4.849753 -2.151416 -0.591000 0.3 0.0 0.2
O -1.739420 -2.487613 -1.196128 0.2 0.0 -0.3
H -5.859873 -1.180086 -0.630704 -0.1 0.0 0.0
H -5.270274 -2.870863 1.416781 -0.1 0.0 0.0
H 2.720117 0.637050 -2.813510 -0.1 0.1 0.1
C 4.324805 0.201898 -0.663319 0.3 -0.1 0.1
H 3.251154 -1.331006 -1.722422 -0.1 0.0 -0.1
C 4.067828 -1.106408 -1.055240 0.0 0.3 0.0
H -1.694586 -0.071081 1.909756 -0.2 0.1 0.0
O 1.448334 0.220609 0.164028 0.5 0.4 -0.4
Cl 5.715722 2.059889 0.697793 0.1 0.2 0.1
C -2.451473 0.124890 1.143266 0.2 0.1 0.2
O 3.626616 1.299605 -1.064021 0.1 0.0 0.1
C 5.394314 0.442167 0.210546 -0.3 -0.1 -0.2
C 2.481534 1.124949 -1.857928 -0.1 0.1 -0.1
C -1.006114 3.126553 -0.293029 0.0 0.2 -0.3
H -4.573988 -0.024252 -1.014290 0.0 0.1 -0.1
H 0.194572 3.164649 2.010256 0.0 0.0 0.0
C -0.491215 2.319535 2.016110 0.2 -0.1 0.5
N -1.153661 2.246824 0.743450 -0.3 -0.2 -0.3
H -0.357138 3.975437 -0.226960 0.1 0.2 0.1
C -4.992376 -0.658213 -0.236473 0.2 -0.1 -0.1
F 6.659079 -2.891791 0.723184 0.0 0.0 0.0
H -3.401787 0.331254 1.639529 0.1 -0.1 0.0
C -1.815581 2.677106 -1.294425 0.2 0.2 0.1
H -1.217361 2.457046 2.820125 0.1 0.0 0.0
H -3.831800 -2.441280 -0.548919 0.0 0.2 0.2
C 0.258663 -0.232759 -1.639399 0.6 0.3 0.4
H 2.133992 2.142772 -2.070619 0.1 -0.2 0.0
H 0.076652 1.405472 2.201379 0.0 0.1 0.0
N 0.356545 -0.464252 0.585675 -0.9 -0.7 0.5
N -2.628493 -1.052734 0.317783 0.0 -0.1 0.1
H -4.443098 -1.614900 2.336935 0.0 0.1 0.1
H -0.100070 -0.305211 -2.642607 -0.1 0.0 -0.3
C 6.183347 -0.589757 0.678989 -0.1 -0.2 -0.1
C -3.944908 -1.671592 0.221522 -0.4 -0.2 0.0
H 7.003296 -0.398710 1.351453 0.1 0.0 0.1
H -1.982707 3.088434 -2.268981 0.0 0.2 -0.2
H 4.646290 -3.166134 -0.891744 0.0 -0.1 0.0
C 5.895030 -1.880253 0.268276 -0.2 0.2 -0.1
N -2.454508 1.547684 -0.897364 -0.3 -0.5 0.1
H -5.323782 -0.025476 0.584225 -0.1 0.1 0.1
H -3.564234 -3.061693 1.828962 0.0 -0.1 0.1
C -0.369262 -0.731337 -0.469002 1.0 0.2 -0.3
C -4.327482 -2.344421 1.537785 0.1 0.0 -0.3
C -1.641516 -1.512166 -0.475100 -0.1 -0.1 0.3
C -2.041889 1.306520 0.323409 -0.1 0.3 0.0
```
Positions in Å, forces in eV/Å.

As for the total charge: 0. Its highest occupied orbital energy is -8.72 eV. As for the LUMO energy: 0.587 eV. The energy relative to the best compared isomer or geometry (same formula, charge and spin) comes out at 0.344 eV. The SMILES is CC(C)N(Cc1nccn1C)C(=O)c1cc(COc2ccc(F)cc2Cl)on1.

Here are the natural (NBO) charges for atoms 1 to 6, given in e:
1. C 0.288
2. C -0.253
3. O -0.603
4. H 0.218
5. H 0.216
6. H 0.200


- Which value of energy relative to the best compared isomer or geometry (same formula, charge and spin) does entry 2 give?
  2.692 eV


- Number 3 is which compound?
  C19H20ClFN4O3